Molecular formula: C2H2O3PS
Method: DFT, the ωB97M-V functional and the def2-TZVPD basis

Properties
spin multiplicity: 3
frontier orbital gap (spin up / spin down): 0.2226 / 0.2435 Eh
electronic energy: -28366.528 eV
total charge: -1

Element x y z (Å)
C (-0.3535, -1.0990, 0.0851)
C (-1.3674, -1.8663, 0.2316)
O (0.9912, 1.3139, 0.9733)
O (1.5870, 0.5804, -1.2420)
O (2.5539, -0.5004, 0.8130)
P (-1.1316, 0.3208, -0.6736)
S (1.4841, 0.2400, 0.1827)
H (-1.2345, 1.0205, 0.4359)
H (-2.5290, -0.0099, -0.8060)

Cartesian forces, eV/Å:
0.059 2.735 -1.601
-0.752 -2.650 0.889
-0.947 2.104 1.370
0.228 -0.273 0.111
0.802 -0.236 -0.340
-1.055 -1.568 -1.588
1.236 -2.102 -0.282
-0.015 1.878 1.624
0.444 0.110 -0.183

=====

Molecular formula: C2H2O3S
Method: DFT, the ωB97M-V functional and the def2-TZVPD basis

Properties
spin multiplicity: 3
frontier orbital gap (spin up / spin down): 0.3151 / 0.2861 Eh
electronic energy: -19077.163 eV
ΔE to the lowest compared entry with this formula, charge and spin: 53.56 kcal per mole

Element x y z (Å)
C (0.6541, 0.9956, 1.0643)
C (0.2461, 0.0662, 0.0113)
O (2.0629, 0.1385, 3.8066)
O (-0.3047, 0.2807, 3.8972)
O (1.5810, 0.6024, 0.2985)
S (0.8085, -0.0945, 3.1522)
H (0.0452, -0.9331, 0.2997)
H (-0.1075, 0.6118, -0.7893)

Cartesian forces, eV/Å:
-1.469 0.112 2.523
-0.122 1.130 1.663
1.034 0.153 -0.448
-3.739 1.066 1.498
3.012 -0.723 -0.958
2.559 -0.865 -2.006
-0.027 -0.900 -0.283
-1.249 0.026 -1.990

=====

Molecular formula: C2H2O4
Method: DFT, the ωB97M-V functional and the def2-TZVPD basis

Properties
frontier orbital gap: 0.4188 Eh
electronic energy: -10296.774 eV
SMILES string: O=C=O.O=CO
ΔE to the lowest compared entry with this formula, charge and spin: 9.26 kcal per mole

Element x y z (Å)
O (4.2264, -0.2259, 0.5673)
C (3.2185, -0.2874, 0.0895)
O (2.2113, -0.4031, -0.3769)
O (0.0902, 1.4648, -0.1363)
C (-0.3039, 0.3599, -0.2691)
O (-0.3523, -0.4990, 0.7635)
H (-0.7907, -0.0698, -1.0826)
H (0.1836, -0.1273, 1.4729)

Cartesian forces, eV/Å:
4.809 0.536 2.256
0.311 -0.166 0.093
-4.713 -0.510 -2.440
0.712 1.477 -0.563
-0.455 -0.046 2.552
0.061 -0.797 -0.214
-0.668 -0.703 -1.916
-0.057 0.209 0.232

=====

Molecular formula: C2H2O4
Method: DFT, the ωB97M-V functional and the def2-TZVPD basis

Properties
frontier orbital gap: 0.3714 Eh
electronic energy: -10294.415 eV
SMILES string: O=C(O)C(=O)O
ΔE to the lowest compared entry with this formula, charge and spin: 63.66 kcal per mole

Element x y z (Å)
O (-1.3609, -0.0151, -0.9180)
C (-0.6032, 0.4754, 0.0903)
O (-0.9857, 1.4066, 1.0544)
C (0.7282, -0.4119, 0.1594)
O (1.3464, -1.0699, 1.1108)
O (1.0192, -0.7103, -1.2168)
H (-1.8244, 1.7520, 0.8147)
H (1.6805, -1.4269, -1.0947)

Cartesian forces, eV/Å:
3.900 4.002 6.570
-4.258 -2.960 -3.970
3.137 -2.879 -1.834
2.665 -3.750 1.346
-3.875 4.416 -4.977
0.250 0.305 3.834
-1.613 0.425 -0.642
-0.206 0.442 -0.327

=====

Molecular formula: C2H2O6S2
Method: DFT, the ωB97M-V functional and the def2-TZVPD basis

Properties
frontier orbital gap: 0.2253 Eh
electronic energy: -36060.828 eV
total charge: -2
ΔE to the lowest compared entry with this formula, charge and spin: 19.11 kcal per mole

Element x y z (Å)
C (0.2395, -0.1124, -0.5274)
C (-0.2476, 0.1862, 0.7162)
O (-0.5003, -3.1621, 2.1126)
O (-0.6396, 3.2122, -1.6623)
O (1.6489, -2.2811, 2.6516)
O (1.4827, 2.6284, -2.5548)
O (0.0522, 0.6810, -1.6119)
O (-0.0637, -0.5512, 1.7738)
S (0.6116, -2.3007, 1.6400)
S (0.5784, 2.4086, -1.4133)
H (0.7871, -0.9974, -0.9299)
H (-0.5708, 1.2802, 0.8076)

Cartesian forces, eV/Å:
-0.130 -0.439 -0.171
1.336 1.176 -3.244
0.024 0.774 -0.439
-0.356 -0.455 0.393
0.947 0.554 0.681
0.504 -0.499 -0.186
-0.289 1.871 -0.812
-0.169 -1.185 2.685
-1.085 -0.779 -0.477
-0.124 0.377 -0.164
-0.565 0.262 1.409
-0.094 -1.657 0.326

=====

Molecular formula: C2H2OS
Method: DFT, the ωB97M-V functional and the def2-TZVPD basis

Properties
frontier orbital gap (spin up / spin down): 0.2589 / 0.2590 Eh
electronic energy: -14984.243 eV
ΔE to the lowest compared entry with this formula, charge and spin: 79.99 kcal per mole

Element x y z (Å)
C (-0.3399, 1.2130, -0.6058)
C (-1.1920, -0.9774, 0.3238)
O (0.6430, 1.6941, -0.1584)
S (-0.1935, -2.0750, 0.9110)
H (-1.2564, 1.4636, -1.2050)
H (-2.1722, -1.0528, 0.1756)

Cartesian forces, eV/Å:
-0.091 -1.860 2.452
6.033 1.417 -0.067
-2.074 -0.727 -1.506
-0.820 0.903 -0.354
1.126 0.548 0.014
-4.173 -0.281 -0.539

=====

Molecular formula: C2H2OS
Method: DFT, the ωB97M-V functional and the def2-TZVPD basis

Properties
frontier orbital gap: 0.2743 Eh
electronic energy: -14986.718 eV
SMILES string: OC=C=S
ΔE to the lowest compared entry with this formula, charge and spin: 22.91 kcal per mole

Element x y z (Å)
O (0.6362, -0.5524, 0.1173)
C (-0.4706, 0.2648, -0.0287)
C (-1.7832, 0.0625, 0.0943)
S (-3.3582, 0.0477, 0.0292)
H (1.3470, -0.0210, -0.2668)
H (-0.2028, 1.3978, -0.1621)

Cartesian forces, eV/Å:
-0.746 0.325 -0.250
-0.442 2.429 0.135
0.895 -0.046 -0.474
0.950 -0.137 0.206
0.051 -0.466 0.185
-0.708 -2.106 0.198

=====

Molecular formula: C2H2OS2
Method: DFT, the ωB97M-V functional and the def2-TZVPD basis

Properties
frontier orbital gap: 0.2901 Eh
electronic energy: -25819.804 eV
ΔE to the lowest compared entry with this formula, charge and spin: 90.80 kcal per mole

Element x y z (Å)
C (-0.8845, 0.7699, 0.3854)
C (0.8503, -1.6967, -1.4892)
O (-0.0606, 1.7351, 0.8226)
S (1.3933, -0.3722, -0.7599)
S (0.0829, -3.0151, -1.7385)
H (-1.5773, 0.4025, 1.0944)
H (0.1958, 2.1766, 1.6852)

Cartesian forces, eV/Å:
1.638 2.215 -0.827
0.531 2.087 2.534
0.148 -0.335 -0.711
-0.207 -2.201 -2.020
0.090 -0.202 -0.756
-0.729 -0.272 2.095
-1.471 -1.291 -0.314

=====

Molecular formula: C2H2OS2
Method: DFT, the ωB97M-V functional and the def2-TZVPD basis

Properties
frontier orbital gap (spin up / spin down): 0.2713 / 0.2783 Eh
electronic energy: -25820.489 eV
ΔE to the lowest compared entry with this formula, charge and spin: 75.01 kcal per mole

Element x y z (Å)
C (-0.9076, -1.3115, 1.3698)
C (-0.8309, 0.9554, 0.2957)
O (-1.2219, -1.3271, 2.5009)
S (-2.1134, 1.8833, 0.3883)
S (0.6507, 0.9078, -0.4752)
H (-0.5827, -2.1129, 0.7082)
H (0.6302, 2.0749, -1.1693)

Cartesian forces, eV/Å:
-0.079 2.334 0.771
-0.846 -1.409 0.608
0.152 -0.232 -1.107
0.446 -0.165 0.061
0.335 0.011 -0.110
0.060 -0.509 -0.290
-0.068 -0.031 0.067

=====

Molecular formula: C2H2P2S2
Method: DFT, the ωB97M-V functional and the def2-TZVPD basis

Properties
frontier orbital gap: 0.2500 Eh
electronic energy: -42352.966 eV
ΔE to the lowest compared entry with this formula, charge and spin: 33.58 kcal per mole

Element x y z (Å)
C (0.8415, -0.7428, -0.0094)
C (0.7772, 0.6317, -0.3079)
P (-0.5054, -1.8259, 0.0118)
P (-2.2914, -0.7897, 0.0835)
S (-0.4876, 1.7178, -0.4221)
S (-1.8877, 1.0990, 1.0699)
H (1.8437, -1.0797, 0.1225)
H (1.7097, 0.9895, -0.5482)

Cartesian forces, eV/Å:
-0.710 3.374 0.367
-0.612 -3.767 1.166
-1.119 -0.388 -0.397
0.449 -0.146 0.381
-1.475 0.297 0.556
1.041 -0.162 -1.177
0.469 -0.638 -0.139
1.957 1.429 -0.757

=====

Molecular formula: C2H2S3
Method: DFT, the ωB97M-V functional and the def2-TZVPD basis

Properties
frontier orbital gap (spin up / spin down): 0.2540 / 0.2626 Eh
electronic energy: -34608.690 eV
ΔE to the lowest compared entry with this formula, charge and spin: 55.63 kcal per mole

Element x y z (Å)
C (-0.7828, -0.6162, 0.0321)
C (-0.9082, 0.6442, -0.0687)
S (0.8144, -1.4660, -0.3824)
S (1.5981, 1.5279, -0.3644)
S (1.9801, -0.0838, 0.5620)
H (-1.2904, -1.5961, 0.1984)
H (-1.4113, 1.5900, 0.0229)

Cartesian forces, eV/Å:
0.267 -1.223 -0.601
0.774 0.821 0.278
1.163 0.366 0.289
-2.007 0.865 -0.814
0.660 -2.015 0.736
-0.714 1.569 0.118
-0.143 -0.382 -0.008

=====

Molecular formula: C2H2S5
Method: DFT, the ωB97M-V functional and the def2-TZVPD basis

Properties
frontier orbital gap (spin up / spin down): 0.2513 / 0.2514 Eh
electronic energy: -56278.872 eV
ΔE to the lowest compared entry with this formula, charge and spin: 68.35 kcal per mole

Element x y z (Å)
C (0.5125, 1.0055, 0.0123)
C (-0.0795, -0.7276, 0.5485)
S (2.1490, 1.2086, -0.3019)
S (0.8380, -1.6962, -0.5091)
S (2.5764, -0.8776, -0.0256)
S (-0.5886, 2.1979, -0.0212)
S (-1.8020, -0.8328, 0.5397)
H (-1.6296, 1.2555, 0.4749)
H (-1.9761, -1.5333, -0.7177)

Cartesian forces, eV/Å:
0.327 -2.757 0.542
0.460 3.512 0.299
-1.327 -0.367 -0.057
0.189 -0.437 -0.674
1.080 -0.756 0.215
-1.935 -0.008 0.874
0.539 -1.375 -1.421
0.845 1.126 -0.969
-0.178 1.061 1.190